This record from the OMol25 dataset describes the molecule C5H8N4 at a distorted geometry. The level of theory is the ωB97M-V functional and the def2-TZVPD basis.

Charge: 0
Maximum force: 0.04838 Eh/bohr
E_LUMO: 0.41 eV
SMILES string: CC(C)[C@]12[C@@H]3N1N=NN32

Each line ends with the Mulliken charge.
CARTESIAN COORDINATES (ANGSTROEM)
C 1.460 -0.687 -1.028  -1.474
C 0.237 -0.806 -0.119  0.705
C 0.634 -0.983 1.352  -1.437
C -0.648 0.377 -0.266  0.872
C -0.764 1.642 -0.843  -0.659
N -2.059 0.457 -0.574  -0.408
N -2.668 0.975 0.498  -0.167
N -1.956 1.727 1.150  -0.201
N -0.673 1.731 0.544  -0.238
H 1.986 0.245 -0.831  0.371
H 1.162 -0.702 -2.073  0.355
H 2.138 -1.516 -0.846  0.383
H -0.371 -1.663 -0.432  0.357
H 0.951 -2.006 1.540  0.404
H -0.206 -0.763 2.007  0.410
H 1.451 -0.311 1.606  0.322
H -0.676 2.284 -1.684  0.404

=====

This record from the OMol25 dataset describes the molecule C5H8N4O at a distorted geometry. The level of theory is the ωB97M-V functional and the def2-TZVPD basis.

Charge: 0
Maximum force: 0.07811 Eh/bohr
E_LUMO (spin up / spin down): 0.58 / 0.57 eV

Each line ends with the Mulliken charge.
CARTESIAN COORDINATES (ANGSTROEM)
C -1.096 -0.467 -2.237  -0.232
C -0.026 -0.089 -2.977  -0.278
C -0.126 0.005 -0.199  0.661
C -1.228 -0.272 1.892  -0.970
C 1.161 0.278 1.868  -0.932
N -1.128 -0.397 -0.879  -0.470
N 1.117 0.418 -2.440  -0.900
N 1.276 0.550 -1.209  1.085
N -0.059 0.093 1.114  0.008
O 2.268 1.017 -0.661  -0.724
H -1.998 -0.863 -2.681  0.383
H -0.003 -0.155 -4.054  0.420
H -1.019 -1.143 2.515  0.328
H -1.510 0.564 2.533  0.308
H -2.049 -0.503 1.219  0.332
H 1.870 0.874 1.301  0.371
H 0.932 0.780 2.807  0.308
H 1.620 -0.689 2.089  0.303

=====

This record from the OMol25 dataset describes the molecule C5H8N4O at a distorted geometry. The level of theory is the ωB97M-V functional and the def2-TZVPD basis.

Charge: 0
Maximum force: 0.14221 Eh/bohr
E_LUMO: -0.27 eV
SMILES string: C=N/C=C\N=N\NC(C)=O

Each line ends with the Mulliken charge.
CARTESIAN COORDINATES (ANGSTROEM)
C 2.305 2.840 0.300  -0.221
N 1.207 2.355 -0.169  -0.339
C 0.742 2.342 -1.416  0.309
C -0.004 1.388 -1.945  -0.554
N -0.583 0.318 -1.462  -0.523
N -0.245 -0.330 -0.424  0.055
N -1.088 -1.185 0.176  -0.083
C -0.595 -2.076 1.053  0.584
C -1.421 -3.191 1.568  -0.912
O 0.539 -1.996 1.420  -0.530
H 2.946 3.399 -0.426  0.216
H 2.676 2.851 1.334  0.267
H 0.720 3.294 -2.046  0.280
H -0.483 1.525 -2.970  0.255
H -1.977 -1.232 -0.356  0.326
H -0.794 -3.551 2.446  0.252
H -2.304 -2.720 1.950  0.319
H -1.641 -4.030 0.966  0.299

=====

This record from the OMol25 dataset describes a structure of composition C5H8N4O2S2 at a distorted geometry. The level of theory is the ωB97M-V functional and the def2-TZVPD basis.

Charge: 0
Maximum force: 0.13805 Eh/bohr
E_LUMO (spin up / spin down): 0.22 / -2.75 eV
Multiplicity: 3

Each line ends with the Mulliken charge.
CARTESIAN COORDINATES (ANGSTROEM)
C -0.073 2.738 0.452  0.526
C 0.135 0.336 0.295  0.543
C 1.461 -2.849 -1.989  0.014
C -0.425 4.175 0.465  -1.034
C -0.649 -1.981 0.273  -0.883
N 1.088 2.382 0.073  -0.669
N 1.232 1.034 -0.094  0.199
N 2.313 -2.562 -0.967  -0.304
N 0.325 -0.956 0.385  -0.198
O 0.911 -2.010 -2.685  -0.563
O 3.235 -0.693 0.596  -0.527
S -1.178 1.366 0.745  -0.202
S 2.338 -0.757 -0.486  0.515
H 1.354 -3.940 -2.054  0.359
H -0.010 4.791 -0.341  0.276
H -1.384 4.437 0.671  0.427
H 0.004 4.716 1.440  0.261
H -0.052 -2.870 0.740  0.240
H -1.458 -1.521 0.784  0.506
H -1.077 -2.115 -0.800  0.250
H 2.546 -3.250 -0.251  0.265

=====

This record from the OMol25 dataset describes the molecule C5H8N4O4S2 at a distorted geometry. The level of theory is the ωB97M-V functional and the def2-TZVPD basis.

Charge: 0
Maximum force: 0.06923 Eh/bohr
E_LUMO (spin up / spin down): -1.30 / -1.30 eV

Each line ends with the Mulliken charge.
CARTESIAN COORDINATES (ANGSTROEM)
C 1.971 1.344 -0.108  0.623
C -1.056 0.750 -0.172  0.554
C -3.320 -0.232 0.161  -0.917
C -2.371 0.502 -0.815  -0.874
C 1.254 0.204 -0.347  -0.566
N 2.600 2.289 -0.135  -0.523
N 3.099 -1.904 0.193  -0.566
N -0.041 0.119 -0.671  0.021
N 0.378 1.437 2.216  0.822
O 1.037 2.196 2.837  -0.510
O 0.748 0.361 1.881  -0.463
O 3.183 -0.878 -2.053  -0.603
O 1.118 -2.035 -1.495  -0.769
S -1.009 1.957 1.021  -0.025
S 2.202 -1.167 -1.097  1.155
H -3.202 0.223 1.136  0.294
H -4.379 -0.195 -0.044  0.368
H -2.929 -1.360 0.231  0.248
H -2.661 1.436 -1.207  0.417
H -2.343 -0.146 -1.674  0.290
H 2.671 -2.818 0.364  0.295
H 3.301 -1.325 1.003  0.300
H -0.253 -0.757 -1.223  0.427

=====

This record from the OMol25 dataset describes the ion C5H8NO with charge -1 at a distorted geometry. The level of theory is the ωB97M-V functional and the def2-TZVPD basis.

Charge: -1
Maximum force: 0.07203 Eh/bohr
E_LUMO: 4.06 eV
SMILES string: C=CN([O-])C(=C)C

Each line ends with the Mulliken charge.
CARTESIAN COORDINATES (ANGSTROEM)
C 2.735 0.579 0.066  -0.990
C 1.368 0.616 -0.017  -0.104
N 0.561 -0.516 0.066  0.421
O 1.064 -1.724 0.025  -0.891
C -0.887 -0.408 0.084  0.511
C -1.631 -1.554 0.047  -0.857
C -1.479 0.979 -0.006  -1.195
H 3.317 1.437 0.194  0.326
H 3.036 -0.493 0.050  0.235
H 0.892 1.575 -0.168  0.197
H -1.140 -2.550 -0.017  0.279
H -2.718 -1.445 -0.145  0.189
H -1.459 1.226 -1.089  0.276
H -1.034 1.649 0.796  0.339
H -2.625 0.629 0.113  0.262

=====

This record from the OMol25 dataset describes the ion C5H8NO with charge +1 at a distorted geometry. The level of theory is the ωB97M-V functional and the def2-TZVPD basis.

Charge: +1
Maximum force: 0.08863 Eh/bohr
E_LUMO (spin up / spin down): -7.17 / -6.46 eV

Each line ends with the Mulliken charge.
CARTESIAN COORDINATES (ANGSTROEM)
C 1.459 0.316 0.546  -0.146
C -0.827 0.269 0.680  -0.177
C 0.345 0.254 1.442  0.061
C 1.467 1.179 -0.547  -0.771
C -1.008 -1.395 -0.843  -0.771
N -1.701 -0.437 0.050  0.580
O -2.886 -0.320 -0.144  -0.532
H 0.396 -0.649 2.176  0.274
H 0.427 1.196 2.113  0.358
H 0.691 2.021 -0.516  0.348
H 1.736 0.659 -1.448  0.373
H 2.434 1.628 -0.452  0.420
H -0.929 -0.914 -1.789  0.325
H -1.626 -2.222 -0.832  0.319
H 0.023 -1.586 -0.437  0.340

=====

This record from the OMol25 dataset describes the ion C5H8NO2 with charge -1 at a distorted geometry. The level of theory is the ωB97M-V functional and the def2-TZVPD basis.

Charge: -1
Maximum force: 0.03526 Eh/bohr
E_LUMO: 3.95 eV
SMILES string: C=CC[C@@H](N)C(=O)[O-]

Each line ends with the Mulliken charge.
CARTESIAN COORDINATES (ANGSTROEM)
C -1.682 -1.434 -0.748  -0.814
C -0.754 -1.522 0.250  -0.147
C -0.222 -0.273 0.907  -0.742
C 0.469 0.665 -0.086  0.343
N 0.387 2.040 0.474  -0.777
C 1.929 0.230 -0.371  0.404
O 2.844 0.987 -0.001  -0.737
O 2.022 -0.860 -0.973  -0.726
H -2.613 -0.906 -0.542  0.286
H -1.485 -1.804 -1.750  0.279
H -0.399 -2.484 0.615  0.322
H -1.099 0.269 1.308  0.314
H 0.427 -0.508 1.751  0.233
H -0.058 0.658 -1.044  0.249
H -0.600 2.292 0.413  0.250
H 0.835 2.650 -0.204  0.263

=====

This record from the OMol25 dataset describes a structure of composition C5H8NO2 at a distorted geometry. The level of theory is the ωB97M-V functional and the def2-TZVPD basis.

Charge: -1
Maximum force: 0.13226 Eh/bohr
E_LUMO: 3.11 eV

Each line ends with the Mulliken charge.
CARTESIAN COORDINATES (ANGSTROEM)
O 2.664 -1.735 0.782  -0.574
C 2.117 -0.731 0.166  0.411
O 2.404 0.639 -0.033  -0.436
C 0.683 -0.832 -0.539  -0.626
C -0.217 -0.201 0.523  -0.826
C -1.658 -0.047 0.109  -0.721
C -1.955 2.084 -0.896  -0.443
N -1.649 0.803 -1.039  -0.360
H 0.452 -1.870 -0.650  0.341
H 0.459 -0.287 -1.438  0.519
H -0.087 -0.830 1.421  0.305
H 0.179 0.794 0.625  0.388
H -2.068 -1.059 -0.145  0.262
H -2.320 0.406 0.782  0.477
H -0.997 2.709 -0.643  -0.056
H 1.993 0.158 0.975  0.339

=====

This record from the OMol25 dataset describes the molecule C5H8NO2 at a distorted geometry. The level of theory is the ωB97M-V functional and the def2-TZVPD basis.

Charge: 0
Maximum force: 0.01977 Eh/bohr
E_LUMO (spin up / spin down): 0.73 / -3.18 eV
Multiplicity: 2

Each line ends with the Mulliken charge.
CARTESIAN COORDINATES (ANGSTROEM)
O -2.464 -1.797 1.293  -0.287
C -1.462 -2.086 0.549  0.663
O -1.289 -2.994 -0.217  -0.529
C -0.372 -0.977 0.715  -0.255
C -0.490 -0.003 -0.450  -1.158
C 0.618 1.008 -0.439  0.763
C 1.663 0.911 -1.252  -1.062
N 0.452 2.057 0.473  -0.580
H -0.445 -0.442 1.655  0.338
H 0.551 -1.548 0.648  0.239
H -1.472 0.503 -0.451  0.378
H -0.533 -0.555 -1.380  0.416
H 1.731 0.125 -1.992  0.276
H 2.487 1.617 -1.250  0.286
H 1.307 2.304 0.952  0.241
H -0.282 1.879 1.146  0.270

=====

This record from the OMol25 dataset describes the ion C5H8NO2 with charge +1 at a distorted geometry. The level of theory is the ωB97M-V functional and the def2-TZVPD basis.

Charge: +1
Maximum force: 0.09717 Eh/bohr
E_LUMO (spin up / spin down): -4.23 / -4.23 eV

Each line ends with the Mulliken charge.
CARTESIAN COORDINATES (ANGSTROEM)
C -2.089 -0.216 0.447  0.721
C 0.323 -0.071 -1.113  -0.873
C 0.735 1.516 0.795  -0.180
C -0.447 -1.405 -0.874  -0.403
C 0.395 0.197 1.316  -0.552
N 1.076 0.265 0.030  0.021
O -2.819 0.483 1.001  -0.213
O -1.840 -1.170 -0.295  -0.249
H 0.886 -0.222 -1.956  0.566
H -0.440 0.620 -1.301  0.339
H 0.062 2.163 0.384  0.214
H 1.627 2.146 1.225  0.221
H -0.530 -1.992 -1.724  0.442
H 0.129 -2.074 -0.275  0.316
H 0.766 -0.310 2.305  0.230
H 2.166 0.071 0.035  0.400

=====

This record from the OMol25 dataset describes the ion C5H8NO2 with charge +1 at a distorted geometry. The level of theory is the ωB97M-V functional and the def2-TZVPD basis.

Charge: +1
Maximum force: 0.07148 Eh/bohr
E_LUMO: -3.77 eV

Each line ends with the Mulliken charge.
CARTESIAN COORDINATES (ANGSTROEM)
C 2.701 -0.225 0.047  0.678
C -0.095 0.770 -0.539  -0.674
C -0.301 -1.658 -0.455  -0.254
C 1.066 1.508 0.336  -0.317
C 0.548 -1.255 0.633  -0.422
N -0.594 -0.380 0.234  0.002
O 3.528 -0.989 -0.058  -0.204
O 2.385 0.963 -0.029  -0.215
H -0.823 1.604 -0.733  0.423
H 0.178 0.639 -1.627  0.274
H 0.170 -1.451 -1.464  0.156
H -1.036 -2.390 -0.391  0.330
H 1.014 2.606 0.007  0.304
H 1.019 1.418 1.413  0.337
H 0.291 -1.637 1.697  0.222
H -1.515 -0.237 0.682  0.361

=====

Relative energy (zero: lowest compared OMol25 entry of this formula, charge and spin) / kJ/mol: 477.5; 471.2; 504.0; 0.0; 166.9; 195.9; 920.7; 239.7; 883.2; 52.0; 502.6; 436.1
Electronic energy / Ha: -414.15028; -489.44949; -489.43700; -1360.97131; -1511.44023; -325.20230; -324.68828; -400.52340; -400.27832; -400.47628; -400.10086; -400.12620